DFT (ωB97M-V with the def2-TZVPD basis set) results for a molecular structure, C27H39BeBr3Cl2F7N4NaO3P.

Values from the calculation:
HOMO level = -8.2 eV
gap between HOMO and LUMO = 0.036 Ha

```
! RIJCOSX wB97M-V def2-TZVPD def2/J DEFGRID3
* xyz 1 1
C 6.72989 1.25365 0.72889
C 6.21931 1.29263 -0.70924
C 4.90267 0.56362 -0.88103
F 4.44457 0.80000 -2.19893
N 5.04522 -0.83844 -0.65543
C 5.58119 -1.80079 -1.51128
Br 6.28631 -1.49022 -3.19180
C 5.48494 -2.98519 -0.86206
N 4.90659 -2.74957 0.34987
C 4.63600 -1.48006 0.48003
C 3.94240 -0.84948 1.63690
C 2.56129 -0.39003 1.22367
C 1.68736 -1.26389 0.59497
C 0.43228 -0.82457 0.19035
C 0.02613 0.49242 0.39433
C -1.32455 0.97784 -0.05906
C 0.90176 1.35578 1.04491
C 2.15601 0.92257 1.45680
H 6.10563 1.87115 1.37490
H 7.75272 1.61662 0.77440
H 6.70330 0.24218 1.12817
H 6.14315 2.35266 -0.98395
H 6.95832 0.87005 -1.39256
H 4.14423 0.97616 -0.21493
H 5.77740 -3.95889 -1.20924
H 4.64284 -3.59365 1.16963
H 4.51263 -0.00342 2.01555
H 3.84612 -1.63215 2.39286
H 1.97905 -2.29568 0.42208
H -0.23771 -1.52948 -0.28392
H -1.64150 0.40317 -0.92752
H -2.03059 0.85528 0.75335
H -1.26314 2.02689 -0.33714
H 0.59414 2.37857 1.22522
H 2.82125 1.61074 1.96933
N -3.38710 3.03487 1.23314
C -3.39696 3.06788 2.58145
C -4.34656 3.80963 3.33980
C -5.31013 4.54040 2.65778
C -5.29495 4.51038 1.28213
C -4.30859 3.73714 0.61555
H -2.70242 2.40221 3.07855
H -4.31181 3.78698 4.41885
H -6.05049 5.11637 3.19391
H -6.02330 5.05984 0.70256
H -4.30202 3.69423 -0.46751
C -4.70258 0.25110 0.46053
Cl -4.37944 -1.48422 0.25918
Cl -5.88454 0.96009 -0.62169
H -5.03542 0.40108 1.48203
H -3.76995 0.76050 0.29096
Br -1.57570 4.44539 3.65088
C -3.96439 8.46756 3.21911
O -3.63149 7.41914 2.31505
H -4.35071 9.29005 2.62322
H -4.73586 8.16004 3.93039
H -3.08800 8.81532 3.77104
H -3.28693 6.68008 2.82407
F -7.74023 2.01455 -2.58257
P -9.36754 2.33254 -2.59602
F -10.32542 1.50886 -1.52614
F -10.76785 2.58289 -3.42687
F -9.35251 0.86097 -3.40715
F -8.93056 3.69567 -3.41356
F -9.05182 3.22013 -1.23948
Na 4.59442 3.02548 -2.50354
C -10.04513 -1.79961 -4.11115
C -11.01208 -2.45314 -4.94199
N -11.79569 -2.97593 -5.62473
H -10.47354 -0.91214 -3.63178
H -9.70279 -2.48555 -3.33275
H -9.18971 -1.47226 -4.70113
Be -11.57233 -4.69840 -5.10324
O 6.48407 -5.69633 2.19858
C 7.08597 -6.12358 1.26185
O 7.68976 -5.23398 0.41571
C 8.58385 -5.65848 -0.61707
C 7.86336 -6.05684 -1.88950
C 7.12730 -7.59890 0.93878
H 9.23461 -6.45444 -0.25536
H 9.21884 -4.79318 -0.80310
H 7.20878 -6.91318 -1.73020
H 8.58092 -6.31473 -2.66823
H 7.24972 -5.22934 -2.24846
H 6.22300 -7.85299 0.38601
H 7.12033 -8.14236 1.87901
H 7.99485 -7.91677 0.36721
Br 3.47959 -4.56148 2.15772
*
```

DFT (ωB97M-V with the def2-TZVPD basis set) results for 8 unconnected molecules or ions with the total composition C27H39Br8N3O.

Values from the calculation:
HOMO level = -9.5 eV
gap between HOMO and LUMO = 0.349 Ha
SMILES = c1ccncc1.c1ccncc1.c1ccncc1.C1CCOC1.BrCCBr.BrCCBr.BrCCBr.BrCCBr

```
! RIJCOSX wB97M-V def2-TZVPD def2/J DEFGRID3
* xyz 0 1
Br 3.47066 -4.68021 5.15571
C 1.61264 -3.94617 4.90125
C 1.31219 -3.77807 3.34633
Br -0.39828 -2.86218 3.16385
H 1.57333 -2.95986 5.36358
H 0.98586 -4.69399 5.38707
H 1.28073 -4.74972 2.85337
H 2.06385 -3.11570 2.91693
Br -3.58608 1.21100 -0.84015
C -5.00569 1.52498 -2.19594
C -5.78565 0.19177 -2.36885
Br -7.06218 0.30726 -3.88497
H -4.53555 1.76625 -3.14927
H -5.70463 2.30525 -1.89467
H -6.44230 -0.08325 -1.54346
H -5.17676 -0.68153 -2.60274
Br 1.48282 -0.69516 -0.89838
C 0.98974 0.37323 0.78102
C -0.47269 0.27159 1.16786
Br -0.93332 1.37000 2.74543
H 1.36138 1.39227 0.67352
H 1.62319 -0.04798 1.56167
H -0.79976 -0.75792 1.31352
H -1.24609 0.54512 0.45013
Br -2.73433 -2.19387 -2.61394
C -1.06631 -1.55803 -3.59206
C -0.33990 -2.75316 -4.16149
Br 1.26819 -2.03686 -5.16325
H -0.42811 -0.97907 -2.92452
H -1.39605 -0.83798 -4.34099
H -1.01924 -3.23865 -4.86212
H -0.04310 -3.54305 -3.47151
N 6.83416 -2.62663 1.38296
C 6.82852 -2.22697 0.07279
C 5.82047 -1.42302 -0.53200
C 4.84361 -0.91727 0.27476
C 4.78632 -1.38640 1.61750
C 5.79912 -2.22519 2.10021
H 7.65149 -2.58900 -0.52560
H 5.85528 -1.01586 -1.53170
H 4.20028 -0.23801 -0.26480
H 3.94908 -1.05680 2.21482
H 5.91973 -2.55892 3.12025
N -5.96135 -2.49034 3.00006
C -5.29921 -3.65351 2.76254
C -4.08181 -3.70356 2.04003
C -3.58889 -2.46009 1.48878
C -4.37568 -1.33165 1.69709
C -5.46846 -1.33598 2.47361
H -5.82564 -4.55855 3.02743
H -3.47331 -4.58938 1.93306
H -2.66441 -2.40828 0.93285
H -3.90677 -0.38539 1.47100
H -5.95966 -0.39748 2.68417
N 3.18869 2.94139 2.06692
C 3.75999 3.78286 1.15886
C 3.22214 4.96687 0.76013
C 1.91466 5.17549 1.17252
C 1.27150 4.33853 2.04936
C 1.94053 3.20499 2.46208
H 4.83759 3.75234 1.09372
H 3.86736 5.71406 0.32218
H 1.44592 6.10942 0.89964
H 0.27833 4.50181 2.44097
H 1.50306 2.49206 3.14528
C -0.12955 2.02600 -2.47431
C -0.96183 2.23480 -3.74395
C -0.64999 3.65374 -4.14354
O -0.27504 4.28803 -2.94188
C 0.39980 3.46732 -2.06047
H 0.74109 1.39135 -2.63957
H -0.76262 1.58525 -1.70421
H -2.00204 2.13848 -3.43285
H -0.82369 1.39366 -4.42329
H -1.49621 4.21073 -4.54574
H 0.21218 3.81589 -4.79043
H 0.34154 3.79610 -1.02287
H 1.44550 3.53085 -2.36142
*
```

DFT (ωB97M-V with the def2-TZVPD basis set) results for a molecular structure, C27H39CdN7O13P.

Values from the calculation:
⟨S²⟩ = 0.8038
HOMO level (spin up / spin down) = -1.3 / -1.3 eV
gap between HOMO and LUMO (spin up / spin down) = 0.200 / 0.173 Ha
energy relative to the best compared isomer or geometry (same formula, charge and spin) = 25.9 kcal per mole

```
! RIJCOSX wB97M-V def2-TZVPD def2/J DEFGRID3
* xyz -2 2
Cd -0.94004 0.18255 1.96275
O -2.57955 1.16517 -1.38153
C -2.21341 2.30254 -2.10468
C -0.83837 2.90385 -1.75221
C -0.39983 2.69189 -0.29294
C -1.41933 3.10082 0.73195
C -1.81009 4.43430 0.83571
C -2.78766 4.79642 1.74283
C -3.37774 3.81045 2.51731
C -2.91522 2.51399 2.39247
N -1.95494 2.17020 1.53499
H -1.84722 0.51815 -1.37891
H -2.99084 3.04937 -1.90494
H -2.23191 2.10148 -3.18835
H -0.87444 3.97448 -1.98109
H -0.07510 2.44051 -2.38198
H 0.51233 3.26203 -0.12089
H -0.16398 1.64103 -0.14857
H -1.34551 5.17335 0.19513
H -3.09158 5.83181 1.84124
H -4.17471 4.03845 3.21075
H -3.30937 1.72152 3.01676
O -6.43637 -3.01958 2.30091
C -5.31777 -2.53306 2.26398
C -4.48447 -2.34503 1.03389
O -4.71283 -2.82904 -0.07094
C -3.33833 -1.53658 1.45059
C -3.30056 -1.46333 2.88901
O -2.29431 -1.00945 3.49976
C -4.54315 -2.01330 3.43643
O -4.91112 -2.03720 4.60640
O -2.45296 -0.99132 0.73098
N 1.21115 -0.82223 1.42161
N 2.00525 -0.98530 2.58389
C 1.82206 -0.00849 3.65302
N 2.28034 -0.68621 4.86055
N 0.44460 0.37854 3.64943
N 0.00799 1.16328 4.59931
O 0.74203 1.48161 5.57420
O -1.14067 1.60439 4.50113
H 0.96489 -1.74378 1.07861
H 1.70257 -0.36909 0.65239
H 2.99470 -1.02412 2.36636
H 1.77857 -1.56595 4.90372
H 1.98786 -0.11568 5.64811
C 2.39681 -1.81527 -4.60691
C 1.58407 -0.51852 -4.54566
C 2.52564 0.68094 -4.39630
C 0.74605 -0.36944 -5.81553
O 0.63576 -0.52826 -3.47380
P 0.96850 -0.95752 -1.92202
O 2.37900 -0.62926 -1.57046
O -0.14434 -0.36429 -1.12650
O 0.90952 -2.58391 -1.96936
C -0.27277 -3.40842 -1.93555
C -0.71226 -3.60640 -0.48922
C -1.42558 -2.82673 -2.75352
C 0.15707 -4.74801 -2.53490
H 3.14249 -1.75930 -5.40294
H 1.73758 -2.66471 -4.79329
H 2.89569 -1.97185 -3.65263
H 3.23970 0.71978 -5.22230
H 3.05875 0.58409 -3.45229
H 1.94528 1.60625 -4.37691
H 1.39274 -0.25556 -6.68776
H 0.10032 0.50535 -5.72596
H 0.11366 -1.24852 -5.94998
H -0.99861 -2.64428 -0.06975
H 0.10552 -4.03231 0.10028
H -1.57618 -4.27011 -0.44041
H -1.69839 -1.85097 -2.35758
H -2.29216 -3.48443 -2.68831
H -1.12930 -2.71372 -3.79921
H 0.99841 -5.15794 -1.97324
H 0.45991 -4.62150 -3.57698
H -0.67445 -5.45267 -2.49159
O 1.32827 2.60378 2.29294
N 2.47301 2.05052 2.30942
C 2.80905 1.25465 3.48883
C 4.21768 0.76715 3.47257
C 5.04551 0.97269 2.43220
C 4.61570 1.74022 1.30827
C 3.34184 2.23904 1.29814
H 2.60294 1.86166 4.37707
H 4.51804 0.19767 4.33844
H 6.05021 0.56745 2.44604
H 5.27715 1.94527 0.48100
H 2.97121 2.83395 0.47653
*
```

Calculated total energy across the listed records, respectively: -11356.5227 -21883.7334 -2922.8450 hartree.